(1)
# C21H19N7

One molecule with the formula C21H19N7 (ωB97M-V with the def2-TZVPD basis set, OMol25).

Computed properties:
SMILES	CN(c1ccccc1)c1ncnc2ccc(N/N=N/Cc3ccccn3)cc12
frontier orbital gap	7.59	eV

Geometry as ORCA input:
```
! RIJCOSX wB97M-V def2-TZVPD def2/J DEFGRID3
* xyz 0 1
C -1.44442 -3.13484 -2.92388
N -0.61000 -1.98704 -2.90891
C 0.81720 -2.16253 -2.97508
C 1.53419 -1.82049 -4.12804
C 2.90438 -1.86637 -4.29449
C 3.62494 -2.34742 -3.09549
C 2.91012 -2.72030 -1.98207
C 1.52774 -2.75898 -1.93945
C -1.17512 -0.85333 -3.32766
N -1.51381 -0.62230 -4.60471
C -1.92511 0.58360 -5.00769
N -2.18769 1.64452 -4.18703
C -1.98363 1.40178 -2.88818
C -2.55114 2.21023 -1.89015
C -2.36258 1.95373 -0.55103
C -1.61951 0.94085 -0.07848
N -1.30007 0.91099 1.23600
N -0.33011 0.22439 1.91068
N -0.42786 0.67297 3.06167
C 0.63738 0.19308 3.95682
C 0.71826 1.20247 5.07053
C 0.85734 2.54590 4.89108
C 1.00360 3.47553 5.90208
C 0.92942 3.00583 7.23227
C 0.54501 1.65758 7.42165
N 0.61779 0.75595 6.39396
C -1.20477 -0.00980 -1.01623
C -1.37047 0.19460 -2.38595
H -2.11998 -3.08420 -3.71560
H -2.02635 -3.09474 -1.99450
H -0.88018 -4.08644 -3.02997
H 0.96468 -1.40196 -5.01078
H 3.26469 -1.66209 -5.30540
H 4.78138 -2.43855 -3.05640
H 3.30876 -3.02981 -1.06836
H 0.99441 -3.01872 -0.97733
H -2.21355 0.79164 -6.01707
H -3.22088 2.86419 -2.33002
H -2.67724 2.75568 0.15676
H -1.80497 1.53270 1.86036
H 0.36001 -0.76640 4.49064
H 1.65848 0.09945 3.58515
H 0.90893 2.88194 3.93044
H 1.26782 4.45929 5.65331
H 1.11619 3.56685 8.10250
H 0.49584 1.29102 8.43755
H -0.79914 -0.95044 -0.60348
*
```

Atomic partial charges in e from the natural (NBO) method, atoms 1 to 5: -0.39 -0.53 0.17 -0.25 -0.20

***

(2)
# C37H44N3O2

A 2-piece molecular cluster, C37H44N3O2 overall (ωB97M-V with the def2-TZVPD basis set, OMol25).

Computed properties:
frontier orbital gap	5.68	eV

Geometry as ORCA input:
```
! RIJCOSX wB97M-V def2-TZVPD def2/J DEFGRID3
* xyz 1 1
C 8.15604 0.72252 1.91132
O 7.61687 -0.58652 2.22256
C 6.30450 -0.72926 2.54152
C 5.85033 -2.03117 2.88537
C 4.56214 -2.23534 3.32784
C 3.67305 -1.14606 3.54683
C 2.28270 -1.41330 3.98604
C 1.28444 -0.52048 3.52162
C -0.10393 -0.65880 3.46512
N -0.96764 0.32670 3.08164
C -2.41071 0.05491 3.01071
C -2.87166 -0.85456 1.86153
C -4.36052 -1.14695 1.92694
C -5.20564 -0.83493 0.85010
C -6.58883 -0.96049 0.99277
C -7.13458 -1.45411 2.18437
C -6.28171 -1.84738 3.22647
C -4.89861 -1.71493 3.08516
C -2.99893 1.45263 2.86222
O -4.19326 1.76300 2.89981
N -1.96264 2.32337 2.70423
C -2.20097 3.71998 2.44558
C -0.63480 1.72660 2.71047
C 0.24604 2.44777 3.72937
C -0.01641 1.81430 1.30976
C 4.10979 0.13062 3.11500
C 5.38618 0.34492 2.61353
H 9.22358 0.54944 1.77110
H 7.71927 1.11903 0.98462
H 7.99888 1.43152 2.73611
H 6.56127 -2.84589 2.81385
H 4.21308 -3.26345 3.45222
H 2.05294 -2.50896 3.94386
H 1.68018 0.28632 2.89811
H -0.59199 -1.64166 3.59968
H -2.74950 -0.36153 3.97748
H -2.62707 -0.36213 0.90529
H -2.29810 -1.79557 1.91651
H -4.76520 -0.45954 -0.07768
H -7.24616 -0.65790 0.17334
H -8.21499 -1.53926 2.30306
H -6.69026 -2.24519 4.15676
H -4.21940 -2.02271 3.88946
H -3.27525 3.91402 2.49024
H -1.69923 4.34644 3.19161
H -1.83462 4.01250 1.45302
H -0.27715 2.51270 4.69222
H 1.19767 1.93224 3.87535
H 0.45244 3.46200 3.36700
H -0.75981 1.53858 0.54842
H 0.31057 2.84509 1.11952
H 0.84860 1.14883 1.21714
H 3.44386 0.98531 3.11954
H 5.69958 1.34335 2.32088
C 6.44990 -3.04664 7.32026
C 5.67440 -2.43644 8.49371
C 4.19012 -2.42625 8.08597
N 4.09739 -3.30910 6.91676
C 2.97205 -3.45505 6.13877
C 2.05333 -2.40080 5.83419
C 0.60571 -2.85104 5.76829
C 0.41140 -3.98683 4.74692
C 1.53563 -4.97842 4.76924
C 2.68571 -4.79353 5.58101
C 3.49485 -5.93278 5.78713
C 3.39938 -7.03818 4.94125
C 2.35713 -7.11838 4.00463
C 1.40290 -6.10718 3.96097
C 5.41051 -3.61646 6.35096
H 7.03799 -2.27845 6.80549
H 7.13872 -3.83195 7.64751
H 5.81954 -3.04096 9.39727
H 6.02516 -1.42371 8.71764
H 3.55813 -2.76975 8.92200
H 3.86172 -1.40790 7.82535
H 2.24049 -1.41700 6.27066
H 0.39929 -3.27037 6.79216
H -0.10209 -2.03292 5.53949
H -0.54187 -4.51782 4.95109
H 0.29321 -3.60057 3.71584
H 4.20092 -5.95825 6.61968
H 4.12963 -7.84646 5.00448
H 2.27468 -7.96708 3.32847
H 0.53949 -6.17187 3.28656
H 5.50452 -3.14929 5.36046
H 5.55191 -4.69055 6.20080
*
```

Atomic partial charges in e from the Löwdin method, atoms 1 to 5: -0.04 -0.08 -0.25 0.01 -0.04

***

(3)
# C3H2CrFO2

C3H2CrFO2 as an isolated structure (ωB97M-V with the def2-TZVPD basis set, OMol25).

Computed properties:
frontier orbital gap (spin up / spin down)	2.87 / 2.91	eV
<S²>	3.757

Geometry as ORCA input:
```
! RIJCOSX wB97M-V def2-TZVPD def2/J DEFGRID3
* xyz 0 4
C -0.91899 0.35440 -0.55330
O 0.04279 -1.37005 0.19770
C 0.53621 -0.13748 -0.30181
C -1.24083 -0.86848 -0.10718
O 1.64268 -0.00790 -0.73028
Cr 2.80204 2.13520 -1.43236
H -1.31925 1.05603 -1.31145
H -2.11835 -1.35552 0.31524
F -3.48354 1.10915 0.20315
*
```

Atomic partial charges in e from the natural (NBO) method, atoms 1 to 5: -0.36 -0.54 0.81 0.23 -0.68

***

(4)
# C46H50F9N2O31P3Si

A 8-piece molecular cluster, C46H50F9N2O31P3Si overall (ωB97M-V with the def2-TZVPD basis set, OMol25).

Computed properties:
frontier orbital gap	5.90	eV

Geometry as ORCA input:
```
! RIJCOSX wB97M-V def2-TZVPD def2/J DEFGRID3
* xyz 0 1
C -1.17531 -3.77070 1.51510
P -2.01957 -2.39852 2.61127
O -1.26097 -2.33981 4.19992
C -1.74482 -0.78917 1.62179
C -3.09820 0.14291 1.30864
P -4.86529 -0.28253 1.92936
O -5.21821 -1.98386 1.82451
O -6.08663 0.67310 1.13361
C -2.98268 1.54792 0.40779
C -1.51555 2.02531 -0.14503
F -1.41916 3.28130 -0.93711
C -0.21342 1.10340 0.22994
C -0.26503 -0.32069 1.09273
C 1.15651 -1.15025 1.39244
O 1.23738 -1.77664 2.56652
C 2.32482 -1.05630 0.24267
C 3.44937 -2.25493 -0.06823
P 3.32889 -3.87309 0.95712
N 2.13982 -4.75756 0.22859
C 4.59978 -1.97029 -1.25029
Si 5.92316 -3.33154 -1.55817
C 7.11064 -3.02878 -3.03451
C 7.05276 -3.34772 0.04916
C 5.20882 -5.11746 -1.74683
C 4.56097 -0.53627 -2.10627
N 5.57285 -0.18865 -3.20795
C 5.08359 -0.65327 -4.43447
O 4.65683 -0.67255 -5.71455
C 3.44252 0.66638 -1.80684
C 3.49369 2.06044 -2.72960
C 4.58966 3.04378 -1.94310
C 4.09153 4.61209 -1.90178
O 3.89313 5.12817 -0.53724
C 2.35942 0.38164 -0.61182
C 1.28158 1.57957 -0.27544
O 1.51381 2.89273 -0.33398
H -1.33130 -3.38686 0.39656
H -1.82466 -4.74714 1.60610
H -0.03998 -3.91263 1.75759
H -1.30479 -1.41944 4.59237
H -4.68333 -2.43837 1.10973
H -6.47900 0.14845 0.35076
H -3.94640 2.17358 0.16902
H 3.04257 -3.64083 2.37720
H 4.50339 -4.70215 0.92501
H 1.77990 -4.18929 -0.57436
H 7.58867 -1.94703 -2.87139
H 6.62262 -3.14137 -4.09821
H 8.02187 -3.78490 -2.90971
H 7.14346 -2.19642 0.34823
H 8.14135 -3.70450 -0.19674
H 6.54492 -3.89936 0.95005
H 4.09516 -5.05118 -2.09939
H 5.84281 -5.64328 -2.60839
H 5.38339 -5.76046 -0.78092
H 3.94116 1.85500 -3.79212
H 2.41219 2.56504 -2.76776
H 4.59145 2.66853 -0.80992
H 5.68686 2.90144 -2.33663
H 4.85142 5.23541 -2.53723
H 3.05358 4.65586 -2.48168
H 3.64369 4.40728 0.11235
C -0.56914 5.97562 0.56771
C 0.46029 7.01446 0.85541
O -0.14788 7.81669 1.84204
C -0.98800 6.97881 2.51197
O -1.48144 7.22963 3.59893
O -1.20458 5.81845 1.82050
F 0.68993 7.78068 -0.23447
H -1.30537 6.30279 -0.17412
H -0.12704 5.03387 0.23148
H 1.40622 6.61545 1.23690
C -2.14440 -0.99863 -4.81186
C -2.49025 0.03960 -3.79985
O -1.90327 -0.44729 -2.61440
C -0.82639 -1.17438 -3.02470
O 0.08339 -1.52353 -2.29104
O -0.88595 -1.45852 -4.36156
F -3.82790 0.10725 -3.61609
H -2.85342 -1.83324 -4.82188
H -2.07279 -0.58703 -5.82223
H -2.09381 1.03544 -4.02493
C 2.79756 -2.36759 6.21934
C 3.34196 -3.31583 7.23233
O 3.63993 -4.46865 6.47794
C 3.93123 -4.00930 5.22861
O 4.49806 -4.66754 4.37229
O 3.51741 -2.71709 5.05417
F 2.40001 -3.63730 8.14724
H 1.72638 -2.50826 6.03998
H 2.97365 -1.32313 6.49042
H 4.24716 -2.96217 7.73736
C -7.85208 0.57292 4.67412
C -8.70479 0.89448 3.49463
O -9.87679 1.42546 4.07026
C -9.47085 1.99472 5.23981
O -10.13858 2.78722 5.88321
O -8.21978 1.57509 5.60062
F -9.03398 -0.22814 2.81712
H -8.07113 -0.41231 5.09924
H -6.78485 0.62564 4.44254
H -8.26582 1.62811 2.81007
C -9.45210 5.50008 3.56123
C -8.28323 5.12478 2.71591
O -8.84455 4.95478 1.43415
C -9.91740 5.79423 1.40278
O -10.49130 6.13352 0.38131
O -10.26776 6.21643 2.65596
F -7.76113 3.94247 3.11240
H -10.00194 4.62956 3.93441
H -9.16683 6.12564 4.41134
H -7.49611 5.88525 2.67524
C 9.17749 2.98330 -1.50438
C 9.94150 2.97170 -2.78417
O 10.55159 1.70102 -2.79223
C 9.70932 0.89885 -2.08246
O 9.74972 -0.32016 -2.09833
O 8.80768 1.62716 -1.35577
F 10.91385 3.91089 -2.77388
H 9.78902 3.28856 -0.64867
H 8.29520 3.62723 -1.55252
H 9.32039 3.08760 -3.67877
C -11.94112 -3.32233 2.05095
C -12.28697 -2.28410 3.06296
O -11.70000 -2.77098 4.24840
C -10.62312 -3.49807 3.83810
O -9.71334 -3.84723 4.57177
O -10.68268 -3.78221 2.50125
F -13.62463 -2.21645 3.24671
H -12.65014 -4.15694 2.04092
H -11.86951 -2.91073 1.04057
H -11.89054 -1.28826 2.83788
C 4.68715 -3.82235 -9.08261
C 6.15785 -3.66431 -9.26636
O 6.44089 -2.44242 -8.62313
C 5.50308 -2.33342 -7.64063
O 5.58124 -1.55719 -6.70296
O 4.46674 -3.20619 -7.82972
F 6.46947 -3.53843 -10.57583
H 4.10583 -3.30115 -9.85060
H 4.38087 -4.87172 -9.06270
H 6.75498 -4.46442 -8.81607
*
```

Atomic partial charges in e from the Löwdin method, atoms 1 to 5: -0.28 0.89 -0.38 -0.28 -0.28

***

Number 1: calculated total energy -32511.7029 eV. Number 2: calculated total energy -47639.7461 eV. Number 3: calculated total energy -38367.2056 eV. Number 4: calculated total energy -175138.8655 eV.